1.
C10H18N2O5 in the gas phase in a non-equilibrium geometry. Source: the OMol25 dataset; level of theory: ωB97M-V with the def2-TZVPD basis set.

Each line ends with the natural charge from an NBO analysis.
CARTESIAN COORDINATES (ANGSTROEM)
H1 4.89 0.69 0.88  0.211
C1 1.64 0.51 -0.47  -0.389
H2 -0.73 -1.86 0.35  0.434
H3 1.42 1.52 -0.18  0.243
C2 -3.85 0.24 -0.32  -0.517
H4 -3.96 0.47 0.75  0.233
C3 -2.71 -0.69 -0.64  -0.147
H5 -0.14 0.08 3.54  0.500
H6 -3.52 3.38 -0.98  0.492
O1 -0.04 -0.46 2.76  -0.684
H7 1.46 -1.32 0.80  0.224
O2 1.08 1.37 2.12  -0.599
H8 3.40 1.50 1.41  0.241
C4 3.79 0.62 0.93  -0.621
H9 -4.75 -0.21 -0.74  0.234
C5 0.87 -0.46 0.53  -0.157
H10 3.24 -1.30 -2.00  0.215
O3 -1.29 1.14 -0.02  -0.607
H11 -3.63 -2.26 0.42  0.371
O4 -3.64 2.63 -0.37  -0.669
H12 -3.02 -2.67 -1.02  0.372
N1 -0.40 -0.96 0.00  -0.626
N2 -2.84 -2.08 -0.21  -0.849
H13 1.23 0.34 -1.46  0.216
C6 0.67 0.24 1.88  0.792
H14 -2.72 -0.74 -1.77  0.231
O5 -3.73 1.50 -2.32  -0.603
H15 3.53 -1.89 -0.34  0.197
C7 3.18 0.32 -0.40  -0.217
H16 3.77 -0.30 1.57  0.191
H17 4.72 -0.95 -1.20  0.212
C8 -1.39 -0.05 -0.22  0.673
C9 3.64 -1.01 -1.00  -0.621
H18 3.54 1.15 -1.10  0.201
C10 -3.71 1.52 -1.14  0.824

Computed properties:
Kohn-Sham gap: 10.1227 eV
multiplicity: 1
E_HOMO: -9.539 eV
SMILES string: CC(C)C[C@H](NC(=O)[C@@H](N)CC(=O)O)C(=O)O



2.
C8H23AlN4SSe as an isolated structure in a non-equilibrium geometry. Source: the OMol25 dataset; level of theory: ωB97M-V with the def2-TZVPD basis set.

Each line ends with the natural charge from an NBO analysis.
CARTESIAN COORDINATES (ANGSTROEM)
C1 1.97 0.26 1.17  -0.231
N1 1.38 0.97 -0.01  -0.748
H1 -1.46 -4.07 -3.41  0.447
H2 1.25 1.31 2.97  0.255
H3 -2.02 2.06 3.05  0.276
H4 -0.43 2.64 2.62  0.239
Se1 -1.14 -0.09 -2.48  -1.000
H5 -2.88 2.14 0.83  0.240
H6 0.11 -3.66 -3.59  0.437
H7 1.17 -3.46 -0.24  0.234
H8 -0.95 -2.48 -3.06  0.482
H9 2.10 -0.78 0.90  0.215
H10 -1.41 -3.97 -1.08  0.236
H11 -1.72 2.25 -1.06  0.452
C2 0.47 -2.88 -0.83  -0.244
H12 -2.01 3.64 1.03  0.238
H13 2.23 2.90 -0.17  0.249
H14 0.15 -2.12 1.06  0.397
C3 -1.27 2.05 2.26  -0.528
H15 0.27 2.95 -1.62  0.251
H16 -1.18 -2.08 0.19  0.413
C4 1.31 2.45 0.18  -0.236
N2 -0.19 -1.90 0.13  -0.887
H17 0.00 -4.87 -1.57  0.248
C5 -1.89 2.56 0.95  -0.241
Al1 -0.46 0.23 -0.40  1.361
C6 -0.45 -3.88 -1.57  -0.235
H18 1.04 -2.31 -1.56  0.233
N3 -0.71 -3.52 -3.01  -0.710
H19 1.29 -0.42 3.11  0.271
C7 1.08 0.39 2.42  -0.540
C8 0.11 3.01 -0.55  -0.247
S1 -0.72 0.33 2.08  0.280
H20 1.93 0.76 -0.84  0.437
H21 -0.05 4.05 -0.30  0.237
H22 1.25 2.65 1.25  0.207
H23 2.96 0.65 1.41  0.244
N4 -1.10 2.20 -0.26  -0.734

Computed properties:
Kohn-Sham gap: 8.2965 eV
multiplicity: 1
E_HOMO: -13.695 eV
total charge: +2



3.
C25H45CeN4OP as an isolated structure in a non-equilibrium geometry. Source: the OMol25 dataset; level of theory: ωB97M-V with the def2-TZVPD basis set.

Each line ends with the Löwdin spin population.
CARTESIAN COORDINATES (ANGSTROEM)
H1 -2.45 -3.89 -2.23  0.000
C1 1.39 -3.35 2.08  0.001
C2 2.41 1.17 3.20  0.005
H2 -0.75 -3.58 -1.83  0.000
N1 -0.27 1.85 -0.12  0.009
C3 -2.04 -1.80 -2.07  0.016
C4 -0.16 2.81 0.84  0.005
H3 1.79 -5.32 2.85  0.000
H4 -0.77 4.69 1.62  0.000
H5 1.42 -3.35 4.12  0.000
H6 2.52 0.12 3.52  0.001
H7 4.53 0.40 -0.15  0.001
H8 -3.12 -1.47 -3.97  0.000
H9 -1.35 -3.36 -3.50  0.000
H10 2.50 0.33 -2.02  0.006
H11 -2.96 3.14 -1.77  0.000
N2 1.29 -2.77 3.30  0.001
N3 1.25 -2.52 1.00  0.006
C5 1.66 -4.73 1.94  0.001
C6 1.07 -1.77 -4.21  0.001
C7 -1.60 -3.23 -2.44  0.001
C8 0.06 -0.60 -4.10  0.002
H12 -1.65 -2.15 0.08  0.013
H13 -3.30 -2.45 -0.48  0.002
H14 -1.38 -0.06 1.97  0.004
C9 3.65 1.62 2.46  0.011
H15 2.02 -6.30 0.50  0.000
C10 0.91 2.66 1.92  0.002
H16 1.85 -1.69 -3.44  0.001
C11 -1.03 -0.76 -5.16  0.000
H17 4.23 -1.31 -0.58  0.001
C12 4.17 -0.28 -0.94  0.013
C13 -1.34 0.71 2.77  0.002
H18 -2.14 1.39 -2.91  0.002
H19 0.35 -0.05 3.86  0.001
H20 0.01 1.65 4.19  0.001
H21 -1.81 0.01 -5.07  0.000
H22 4.71 -0.13 -1.89  0.001
H23 0.67 3.31 2.78  0.000
H24 1.37 -2.34 -1.09  0.004
H25 1.16 -1.77 3.43  0.000
H26 1.85 -4.74 -1.47  0.000
C14 -2.01 4.07 -0.07  0.005
H27 1.86 3.06 1.52  0.000
H28 1.55 -1.70 -5.19  0.000
C15 0.81 0.72 -4.32  0.001
H29 0.44 -0.87 -1.66  0.039
C16 1.81 -5.24 0.66  0.001
H30 -0.58 -0.65 -6.16  0.000
C17 -2.15 3.09 -1.03  -0.001
H31 4.53 1.17 2.93  0.000
H32 2.28 1.75 4.13  0.000
H33 -4.09 -2.09 -2.63  0.002
H34 -1.74 1.66 2.38  0.000
C18 0.04 0.89 3.38  0.004
P1 -0.72 -0.54 -2.41  0.058
C19 -1.26 1.99 -1.09  0.010
H35 3.78 2.70 2.53  0.001
H36 3.68 1.33 1.40  0.006
C20 -1.39 1.07 -2.16  0.013
H37 -2.68 4.93 -0.03  0.000
H38 1.20 0.74 -5.35  0.000
O1 2.75 0.01 -1.13  0.060
C21 1.72 -4.39 -0.44  0.001
H39 -1.50 -1.76 -5.14  0.000
C22 1.44 -3.04 -0.24  0.007
H40 -3.60 -0.39 -2.64  0.000
N4 1.13 1.27 2.41  0.008
C23 -0.97 3.94 0.86  0.000
H41 0.60 -2.76 -4.13  0.000
H42 -2.02 0.37 3.55  0.000
H43 0.14 1.58 -4.17  0.000
Ce1 0.99 -0.18 0.40  1.634
C24 -2.44 -1.77 -0.59  0.029
H44 1.66 0.83 -3.62  0.001
C25 -3.28 -1.40 -2.89  0.004
H45 -2.76 -0.77 -0.27  0.003

Computed properties:
Kohn-Sham gap (spin up / spin down): 5.5444 / 6.8176 eV
multiplicity: 3
E_HOMO (spin up / spin down): -10.775 / -12.087 eV
total charge: +2



4.
C10H14GdO5 as an isolated structure in a non-equilibrium geometry. Source: the OMol25 dataset; level of theory: ωB97M-V with the def2-TZVPD basis set.

Each line ends with the Löwdin spin population.
CARTESIAN COORDINATES (ANGSTROEM)
C1 -0.39 -0.75 3.55  0.000
C2 1.07 -2.75 1.71  0.004
H1 1.35 2.20 1.29  0.000
H2 3.16 -3.01 1.36  0.000
H3 1.23 0.50 2.79  -0.002
H4 2.64 1.05 0.47  0.000
H5 0.23 -2.99 2.34  0.000
O1 -2.26 2.00 1.42  0.009
Gd1 0.27 0.10 0.28  6.811
C3 1.77 1.73 0.37  0.043
H6 -0.42 -0.17 4.48  0.000
H7 2.27 -4.39 2.03  0.000
H8 1.60 1.53 -1.82  0.007
C4 -1.36 -1.62 0.21  -0.017
C5 2.38 -3.32 2.07  0.002
C6 0.97 -0.59 3.01  -0.004
H9 2.66 -3.02 3.09  0.000
H10 1.80 -1.02 3.63  -0.001
C7 -1.46 1.32 0.91  -0.003
C8 -0.92 0.31 -1.89  -0.009
H11 -0.62 -1.80 3.81  0.000
H12 -1.18 -0.38 2.90  0.000
O2 -1.45 0.43 -2.91  0.005
H13 0.78 -3.04 0.63  0.002
O3 1.19 -1.30 1.75  -0.004
H14 0.33 2.66 -1.02  0.007
O4 -2.03 -2.55 0.36  0.003
C9 1.15 1.94 -0.91  0.136
O5 2.25 -2.00 -1.42  0.008
C10 1.46 -1.25 -1.03  0.001

Computed properties:
Kohn-Sham gap (spin up / spin down): 7.8525 / 6.4779 eV
multiplicity: 8
E_HOMO (spin up / spin down): -22.137 / -22.078 eV
total charge: +3



5.
A 2-piece molecular cluster, C4H8NO3 overall in a non-equilibrium geometry. Source: the OMol25 dataset; level of theory: ωB97M-V with the def2-TZVPD basis set.

Each line ends with the natural charge from an NBO analysis.
CARTESIAN COORDINATES (ANGSTROEM)
N1 0.46 -0.98 -0.76  -0.804
O1 1.08 0.43 1.31  -0.827
C1 -1.63 -0.98 -2.04  -0.707
H1 0.19 -0.13 -0.20  0.439
O2 0.10 -2.66 -2.14  -0.691
C2 0.34 1.38 1.70  0.754
C3 -0.38 -1.66 -1.57  0.648
H2 -2.07 -0.28 -1.33  0.224
H3 0.44 3.16 0.40  0.200
O3 -0.74 1.25 2.30  -0.765
H4 1.89 2.87 1.24  0.199
H5 0.42 3.44 2.13  0.204
H6 1.32 -1.36 -0.37  0.410
C4 0.81 2.80 1.35  -0.733
H7 -2.42 -1.73 -2.10  0.221
H8 -1.44 -0.56 -3.04  0.229

Computed properties:
Kohn-Sham gap: 8.3219 eV
multiplicity: 1
E_HOMO: -4.513 eV
total charge: -1



6.
C4H4OS in the gas phase in a non-equilibrium geometry. Source: the OMol25 dataset; level of theory: ωB97M-V with the def2-TZVPD basis set.

Each line ends with the natural charge from an NBO analysis.
CARTESIAN COORDINATES (ANGSTROEM)
C1 0.59 0.28 -0.46  -0.172
C2 -0.91 0.37 -0.21  0.163
H1 4.01 0.30 -0.42  0.254
C3 1.77 -0.02 -0.24  0.076
C4 3.22 -0.26 0.23  -0.703
S1 -1.73 -1.02 0.08  0.022
H2 3.31 -1.49 0.04  0.253
O1 -1.31 1.63 0.18  -0.635
H3 3.39 0.01 1.36  0.258
H4 -0.59 2.13 0.36  0.485

Computed properties:
Kohn-Sham gap: 8.4909 eV
multiplicity: 1
E_HOMO: -8.887 eV
SMILES string: CC#CC(O)=S